# C5H10NO

The ion C5H10NO with charge -2 (ωB97M-V with the def2-TZVPD basis set, the Open Molecules 2025 dataset).

The relative energy (zero: lowest compared OMol25 entry of this formula, charge and spin) comes out at 40.3 kcal per mole. The value obtained for the largest force on an atom is 0.0603 hartree/bohr. As for the HOMO energy (alpha / beta): 3.8 / 0.1 eV. Its net charge is -2. The value obtained for the molar mass is 100.1 g mol⁻¹. As for the spin multiplicity: 2. The calculation puts the total energy at -326.26208 Ha. The HOMO-LUMO gap (alpha / beta) comes out at 3.35 / 6.94 eV.

```
17
C5H10NO (ωB97M-V with the def2-TZVPD basis set)
C -0.8992 2.2494 0.1823
O -1.5751 3.4224 -0.1725
C -0.7477 0.9666 -0.7768
C -0.5677 -0.3611 -0.0145
C 0.6919 -1.2820 -0.0846
C 0.6025 -2.5119 0.4827
N 1.9993 -0.6439 -0.0977
H -1.3092 1.6152 1.0260
H 0.2069 2.5709 0.5439
H -0.0228 1.1408 -1.5320
H -1.7660 0.9486 -1.3037
H -0.6782 -0.1514 1.0952
H -1.4430 -0.9972 -0.3419
H 1.1062 -3.4404 0.2420
H -0.4477 -2.5857 0.9003
H 2.7751 -1.2987 -0.0259
H 2.0749 0.3585 -0.1229
```



# C17H38BrClN4O8P

A cluster of 3 separate species, C17H38BrClN4O8P in total (ωB97M-V with the def2-TZVPD basis set, the Open Molecules 2025 dataset).

The value obtained for the largest force on an atom is 0.0572 hartree/bohr. As for the HOMO energy: -11.0 eV. Its net charge is +1. The value obtained for the molar mass is 572.8 g mol⁻¹. As for the spin multiplicity: 1. The calculation puts the total energy at -4866.64308 Ha. The HOMO-LUMO gap comes out at 6.71 eV.

```
70
C17H38BrClN4O8P (ωB97M-V with the def2-TZVPD basis set)
C -4.2628 -0.8982 1.5512
C -4.1083 -1.1665 0.0213
O -2.8172 -0.8634 -0.5106
C -1.7867 -1.4704 0.2545
N -0.6970 -1.7745 -0.6419
C 0.3674 -1.0735 -0.9898
N 1.2634 -1.5243 -1.8831
C 2.1926 -0.5726 -2.0351
N 1.8636 0.4201 -1.2221
Br 2.8471 1.9895 -1.0123
N 0.7238 0.1659 -0.5223
P 0.1641 1.3916 0.6375
O -1.4535 1.6441 0.4470
Cl 0.4631 0.4566 2.4932
H -4.1336 -1.8568 2.0903
H -3.5115 -0.2039 1.9577
H -5.2925 -0.5851 1.7763
H -4.8235 -0.5026 -0.4912
H -4.4408 -2.1963 -0.2190
H -2.2079 -2.4372 0.5959
H -1.5236 -0.9109 1.1607
H -0.7517 -2.6821 -1.0929
H 3.0874 -0.5505 -2.6512
H -1.8685 1.2598 1.2443
C -0.7915 -1.8330 5.4522
O -0.4165 -0.8129 6.3476
C -0.3376 0.4595 5.7283
C -0.6957 1.5607 6.7077
O -2.0880 1.6709 6.9658
C -2.6745 0.6606 7.7845
C -2.2580 0.7338 9.2402
O -0.9660 0.1725 9.4172
C -0.2849 0.7179 10.5291
H -0.0230 -1.9793 4.6825
H -0.9043 -2.7561 6.0181
H -1.7542 -1.6004 4.9786
H -1.0141 0.5152 4.8675
H 0.6954 0.6002 5.3827
H -0.4155 2.5126 6.2474
H -0.1246 1.4801 7.6332
H -2.5040 -0.3323 7.3675
H -3.7500 0.8464 7.7368
H -2.9609 0.1513 9.8491
H -2.2746 1.7782 9.5711
H -0.1949 1.8056 10.4321
H 0.7171 0.2924 10.5496
H -0.8003 0.4659 11.4612
C 0.8832 -0.3943 -5.1235
O 1.2720 0.3412 -6.2537
C 2.1860 1.3823 -5.9416
C 3.1371 1.6334 -7.0950
O 4.1571 0.6528 -7.2247
C 3.7680 -0.6201 -7.7368
C 3.4047 -0.6034 -9.2083
O 2.0926 -0.0927 -9.3911
C 1.9141 0.5041 -10.6602
H 0.3174 0.2372 -4.4245
H 0.2490 -1.2164 -5.4513
H 1.7601 -0.8193 -4.6196
H 2.7707 1.1306 -5.0465
H 1.6041 2.2910 -5.7446
H 3.6657 2.5673 -6.8858
H 2.6032 1.7789 -8.0346
H 2.9747 -1.0622 -7.1327
H 4.6497 -1.2543 -7.6193
H 3.4208 -1.6288 -9.5986
H 4.1352 0.0020 -9.7562
H 2.6393 1.3109 -10.8135
H 0.9139 0.9330 -10.6907
H 2.0087 -0.2414 -11.4558
```



# C8H26BNO4Rb

A structure of composition C8H26BNO4Rb (ωB97M-V with the def2-TZVPD basis set, the Open Molecules 2025 dataset).

The value obtained for the largest force on an atom is 0.0462 hartree/bohr. As for the HOMO energy: -2.4 eV. Its net charge is -1. The value obtained for the molar mass is 296.6 g mol⁻¹. As for the spin multiplicity: 1. The calculation puts the total energy at -724.92612 Ha. The HOMO-LUMO gap comes out at 4.03 eV.

```
41
C8H26BNO4Rb (ωB97M-V with the def2-TZVPD basis set)
Rb 9.7950 -10.7224 -8.7795
C 11.4091 -6.6165 -10.8634
C 11.2810 -8.1784 -10.9360
O 10.0915 -8.5629 -11.4814
H 12.3476 -6.2695 -10.3998
H 10.5488 -6.1635 -10.3754
H 11.4904 -6.2530 -11.8937
H 11.3543 -8.4558 -9.8574
H 12.1243 -8.6175 -11.4991
B 7.5052 -10.7120 -11.3107
H 6.8142 -9.9260 -11.8264
H 8.4088 -10.8550 -12.0280
H 7.7840 -10.2779 -10.2785
H 6.8672 -11.6981 -11.2073
C 7.1267 -13.9588 -9.1490
C 6.8729 -13.2229 -7.8152
O 7.1832 -11.8597 -7.9114
O 6.1785 -13.5338 -10.1118
H 6.9915 -15.0378 -9.0451
H 8.1670 -13.7741 -9.4429
H 7.4333 -13.6885 -7.0061
H 5.7924 -13.3368 -7.6979
H 6.5475 -11.3706 -8.4531
H 6.5475 -12.7100 -10.5178
C 9.2890 -11.8257 -5.5073
C 9.8810 -10.4675 -5.2710
C 11.4318 -10.4911 -5.2630
O 11.9714 -11.2636 -6.3691
C 13.3964 -11.3413 -6.3062
N 9.1850 -9.5487 -6.2170
H 8.2158 -11.9586 -5.6067
H 9.7102 -12.6069 -4.8636
H 9.7152 -12.1894 -6.4487
H 9.7005 -10.1031 -4.2469
H 11.7340 -11.1124 -4.4175
H 11.8029 -9.4666 -5.3076
H 13.6742 -11.7483 -5.3341
H 13.8284 -10.3574 -6.4943
H 13.6627 -11.9846 -7.1400
H 9.2820 -8.6513 -5.7494
H 8.2392 -9.8901 -6.0614
```



Which of these has the lowest molar mass? C5H10NO



Which of these has the highest spin multiplicity? C5H10NO



What is the spin multiplicity in the third record? 1



The highest molar mass belongs to which entry? C17H38BrClN4O8P